# 1
Molecular formula: C6H10
Method: DFT, ωB97M-V/def2-TZVPD

SMILES string: C1=C[C@H]2C[C@H]2C1.[H][H]
F_max: 0.00516 Eh/bohr
energy above the lowest of the compared OMol25 structures with the same formula, charge and spin: 184.15 kJ/mol
Kohn-Sham gap: 10.152 eV
LUMO level: 1.304 eV
DFT total energy: -234.5324 hartree

Each line ends with the Mulliken charge.
Atoms and positions in Å:
C 0.35 1.31 0.47  -0.55
C 0.21 0.32 1.36  -0.49
C 0.49 -1.01 0.75  -0.03
C -0.44 -1.43 -0.36  -0.69
C 0.84 -0.72 -0.70  -0.20
C 0.77 0.80 -0.89  -0.56
H 0.15 2.36 0.67  0.40
H -0.10 0.44 2.40  0.41
H 1.01 -1.78 1.32  0.39
H -0.49 -2.49 -0.61  0.28
H -1.38 -0.90 -0.47  0.09
H 1.61 -1.28 -1.20  0.37
H 1.74 1.21 -1.19  0.34
H 0.05 1.08 -1.66  0.25
H -2.94 1.04 -0.01  0.22
H -2.27 1.18 0.27  -0.22

# 2
Molecular formula: C4H9O2P
Method: DFT, ωB97M-V/def2-TZVPD

SMILES string: C[C@H]1CO[P@H](=O)C1
F_max: 0.06231 Eh/bohr
energy above the lowest of the compared OMol25 structures with the same formula, charge and spin: 107.66 kJ/mol
Kohn-Sham gap: 11.111 eV
LUMO level: 0.844 eV
DFT total energy: -649.6509 hartree

Each line ends with the Mulliken charge.
Atoms and positions in Å:
C -1.73 0.71 0.21  -1.44
C -0.45 0.24 -0.47  0.47
C 0.67 1.12 0.01  -0.62
O 1.87 0.44 -0.12  -0.37
P 1.70 -1.17 0.12  0.62
O 2.38 -1.90 -0.94  -0.62
C -0.18 -1.20 -0.08  -0.69
H -2.63 0.10 -0.23  0.32
H -2.05 1.75 -0.06  0.37
H -1.76 0.55 1.36  0.36
H -0.48 0.47 -1.52  0.26
H 0.78 2.01 -0.63  0.31
H 0.50 1.51 1.04  0.29
H 2.26 -1.28 1.37  0.06
H -0.67 -1.33 0.91  0.36
H -0.22 -2.01 -0.98  0.31

# 3
Molecular formula: C4H9NO2
Method: DFT, ωB97M-V/def2-TZVPD

SMILES string: CC(C)(C=O)ON
F_max: 0.11428 Eh/bohr
energy above the lowest of the compared OMol25 structures with the same formula, charge and spin: 407.50 kJ/mol
Kohn-Sham gap: 10.175 eV
LUMO level: 0.897 eV
DFT total energy: -362.9303 hartree

Each line ends with the Mulliken charge.
Atoms and positions in Å:
C -0.53 -1.50 0.73  -1.59
C -0.15 -0.22 -0.01  1.68
C 0.82 -0.41 -1.16  -1.54
C -1.33 0.60 -0.35  -0.08
O -2.00 1.46 0.11  -0.44
O 0.62 0.60 1.09  -0.35
N 0.82 1.91 0.56  -0.56
H -0.96 -2.23 0.04  0.42
H -1.25 -1.30 1.52  0.37
H 0.38 -1.91 1.18  0.38
H 0.72 0.29 -1.99  0.35
H 0.75 -1.41 -1.59  0.39
H 1.87 -0.31 -0.89  0.37
H -1.68 -0.28 -1.12  0.17
H 0.15 2.53 1.01  0.22
H 1.75 2.19 0.86  0.22

# 4
Molecular formula: C3H8OS
Method: DFT, ωB97M-V/def2-TZVPD

SMILES string: C=CO.CS
F_max: 0.05661 Eh/bohr
energy above the lowest of the compared OMol25 structures with the same formula, charge and spin: 130.25 kJ/mol
Kohn-Sham gap: 9.906 eV
LUMO level: 0.756 eV
DFT total energy: -592.4684 hartree

Each line ends with the Mulliken charge.
Atoms and positions in Å:
C 2.10 -1.19 0.15  -0.76
C 1.66 -0.06 0.65  0.00
O 1.49 0.03 2.04  -0.50
H 2.05 -1.34 -0.93  0.26
H 2.20 -2.17 0.59  0.28
H 1.55 0.94 0.26  0.38
H 0.93 0.75 2.23  0.32
C -1.26 -0.73 -1.16  -0.63
S -1.72 0.99 -0.69  -0.21
H -0.61 -1.12 -0.39  0.15
H -2.15 -1.35 -1.26  0.33
H -0.82 -0.66 -2.15  0.27
H -2.93 0.95 -1.27  0.11

# 5
Molecular formula: C39H77Cl5N4O4
Method: DFT, ωB97M-V/def2-TZVPD

2S+1: 5
F_max: 0.12910 Eh/bohr
energy above the lowest of the compared OMol25 structures with the same formula, charge and spin: 195.16 kJ/mol
Kohn-Sham gap (spin up / spin down): 9.464 / 9.261 eV
LUMO level (spin up / spin down): 0.272 / -0.586 eV
DFT total energy: -4352.6254 hartree

Each line ends with the Mulliken charge.
Atoms and positions in Å:
C 13.52 29.63 31.54  -1.66
C 13.63 31.18 31.29  1.43
C 12.42 31.94 31.84  -1.21
C 12.56 32.10 33.25  -0.64
C 13.66 33.09 33.55  -1.06
C 14.98 32.50 32.97  1.45
N 14.81 31.95 31.63  0.43
O 16.05 31.45 30.98  -0.47
C 15.95 33.67 33.04  -1.77
C 15.52 31.41 33.94  -1.63
C 13.40 31.30 29.74  -1.93
H 13.44 29.37 32.60  0.31
H 14.49 29.16 31.34  0.42
H 12.84 29.08 30.90  0.40
H 12.24 32.84 31.25  0.43
H 11.53 31.40 31.54  0.45
H 12.62 31.17 33.82  0.33
H 11.62 32.47 33.66  0.34
H 13.80 33.15 34.63  0.44
H 13.40 34.06 33.12  0.34
H 15.95 33.98 34.09  0.39
H 16.96 33.47 32.66  0.38
H 15.71 34.51 32.39  0.43
H 16.38 30.88 33.54  0.38
H 15.91 31.79 34.89  0.42
H 14.77 30.64 34.14  0.30
H 12.53 30.85 29.28  0.42
H 14.18 30.82 29.14  0.41
H 13.50 32.33 29.40  0.45
C 26.48 28.53 23.51  -1.81
C 26.98 29.66 24.42  1.48
C 25.71 30.60 24.58  -1.20
C 25.90 31.67 25.75  -0.74
C 26.26 31.02 27.08  -1.23
C 27.48 30.06 27.01  1.78
N 27.35 29.09 25.81  0.14
O 28.45 28.02 25.72  -0.43
C 28.74 30.98 26.95  -1.58
C 27.33 29.29 28.32  -1.81
C 28.20 30.28 23.72  -1.55
H 27.09 27.63 23.45  0.41
H 26.39 28.79 22.46  0.37
H 25.54 28.09 23.85  0.41
H 25.37 31.05 23.65  0.46
H 24.91 29.89 24.80  0.44
H 25.03 32.32 25.85  0.43
H 26.66 32.38 25.41  0.31
H 25.32 30.60 27.43  0.41
H 26.45 31.82 27.80  0.39
H 29.58 30.34 26.69  0.37
H 28.62 31.77 26.21  0.26
H 29.13 31.48 27.84  0.39
H 26.34 28.86 28.47  0.39
H 28.09 28.52 28.24  0.44
H 27.49 29.88 29.22  0.38
H 27.84 30.42 22.70  0.46
H 29.09 29.65 23.66  0.32
H 28.45 31.23 24.19  0.31
C 28.79 35.53 42.44  -1.78
C 27.63 35.47 41.40  1.51
C 26.35 34.75 41.95  -1.17
C 25.53 35.68 42.89  -0.83
C 25.20 37.00 42.23  -1.04
C 26.42 37.76 41.61  1.25
N 27.25 36.82 40.86  0.33
O 28.28 37.54 40.03  -0.46
C 25.83 38.82 40.76  -1.63
C 27.15 38.52 42.78  -1.47
C 28.13 34.55 40.25  -1.73
H 29.28 34.56 42.51  0.51
H 28.62 35.81 43.48  0.32
H 29.63 36.06 41.99  0.42
H 25.75 34.38 41.12  0.41
H 26.74 33.98 42.62  0.39
H 26.00 35.93 43.85  0.37
H 24.66 35.27 43.40  0.43
H 24.71 37.51 43.06  0.43
H 24.57 36.76 41.38  0.35
H 25.05 38.53 40.05  0.38
H 25.19 39.34 41.47  0.42
H 26.57 39.41 40.22  0.38
H 27.71 37.81 43.39  0.26
H 27.74 39.38 42.44  0.39
H 26.54 39.06 43.50  0.36
H 27.35 34.17 39.58  0.35
H 28.63 33.65 40.62  0.41
H 28.84 35.13 39.67  0.44
C 21.34 39.57 30.61  -1.70
C 21.34 39.70 29.13  1.77
C 20.03 39.23 28.50  -1.25
C 18.88 40.21 28.71  -0.81
C 19.25 41.62 28.08  -1.37
C 20.56 42.14 28.74  1.43
N 21.63 41.08 28.62  0.31
O 22.92 41.57 29.05  -0.48
C 20.86 43.34 27.87  -1.69
C 20.27 42.70 30.21  -1.46
C 22.37 38.71 28.49  -1.76
H 22.18 40.03 31.14  0.39
H 21.25 38.54 30.94  0.40
H 20.45 40.05 31.04  0.29
H 20.14 39.26 27.42  0.35
H 19.65 38.26 28.84  0.47
H 18.73 40.25 29.79  0.34
H 17.95 39.80 28.31  0.42
H 18.46 42.36 27.97  0.47
H 19.52 41.39 27.05  0.42
H 21.81 43.82 28.10  0.39
H 20.83 42.96 26.85  0.44
H 20.13 44.15 27.93  0.38
H 19.44 43.40 30.21  0.36
H 20.04 42.03 31.04  0.27
H 21.25 43.12 30.43  0.44
H 21.95 37.71 28.52  0.38
H 23.31 38.80 29.03  0.40
H 22.51 38.98 27.44  0.43
Cl 21.13 24.84 31.54  -0.18
C 19.88 25.27 32.65  -0.42
C 20.50 25.65 34.07  -0.42
Cl 19.19 25.75 35.26  -0.20
H 19.26 24.41 32.89  0.28
H 19.20 26.00 32.21  0.33
H 20.95 26.64 33.99  0.29
H 21.21 24.89 34.39  0.32
C 23.48 32.83 34.93  0.04
Cl 22.80 33.08 33.30  -0.11
Cl 25.06 32.01 34.74  -0.12
Cl 22.40 31.78 35.88  -0.11
H 23.66 33.78 35.43  0.30

# 6
Molecular formula: C18H18FOY
Method: DFT, ωB97M-V/def2-TZVPD

F_max: 0.04980 Eh/bohr
Kohn-Sham gap: 7.891 eV
LUMO level: 0.057 eV
DFT total energy: -910.1514 hartree

Each line ends with the Mulliken charge.
Atoms and positions in Å:
C 0.56 -1.77 4.01  -0.60
C -0.63 -2.43 3.59  -0.57
C -0.58 -2.60 2.18  -0.52
H -1.38 -2.84 4.27  0.42
C 0.66 -2.03 1.71  -0.59
C 1.37 -1.55 2.86  -0.35
H 2.38 -1.13 2.83  0.48
H 0.85 -1.58 5.05  0.44
H -1.33 -3.12 1.57  0.41
H 0.98 -1.97 0.66  0.46
C -0.74 2.59 2.80  -0.41
C -0.37 2.11 4.08  -0.45
C 0.88 1.44 3.97  -0.56
H -0.91 2.32 5.01  0.42
C 1.31 1.54 2.60  -0.47
C 0.28 2.23 1.87  -0.83
H 0.31 2.45 0.79  0.55
H -1.63 3.18 2.58  0.41
H 1.46 1.04 4.80  0.47
H 2.28 1.22 2.21  0.45
Y -0.70 -0.05 2.26  1.58
O -0.18 -0.18 -0.79  -0.36
C -1.35 -0.69 -1.43  -0.34
C -0.13 -0.98 -2.25  -0.39
H -1.78 -1.54 -0.86  0.23
H -2.01 0.08 -1.87  0.29
H 0.28 -1.98 -2.22  0.45
H 1.03 -1.88 -4.61  0.33
C 0.69 -0.86 -4.67  -0.45
C 0.11 -0.22 -3.52  0.69
C -0.31 1.10 -3.69  -0.20
H -0.77 1.63 -2.85  0.25
C -0.20 1.77 -4.91  -0.66
H -0.54 2.80 -5.02  0.36
C 0.36 1.14 -6.03  -0.38
H 0.44 1.66 -7.00  0.35
C 0.80 -0.18 -5.90  -0.52
H 1.23 -0.70 -6.77  0.35
F -2.71 -0.02 2.68  -0.73